Record 1
The following is a quantum chemistry calculation of C3H4AuO4 as an isolated structure, from OMol25.

```
12
Properties=species:S:1:pos:R:3
C 1.984 0.876 -1.783
C 1.277 -0.214 -2.135
O -0.051 -0.013 -2.518
C -1.015 -0.444 -1.716
O -0.805 -1.377 -0.891
O -2.062 0.253 -1.598
O 3.345 0.804 -1.747
Au -2.074 -0.592 0.073
H 1.555 1.871 -1.933
H -1.116 0.267 1.169
H 3.632 0.315 -0.972
H 1.718 -1.175 -2.401
```

## Properties
Charge: +1
LUMO (spin up / spin down): -5.7 / -8.2 eV
Multiplicity: 3

Record 2
The following is a quantum chemistry calculation of the molecule C5H3N, from OMol25.

```
9
Properties=species:S:1:pos:R:3
C 1.250 -1.896 -0.515
C 0.160 -1.438 -0.225
C -1.058 -0.667 -0.086
C -1.199 0.632 0.134
C 0.017 1.401 0.288
H 2.162 -2.413 -0.665
H -1.979 -1.210 -0.242
H -2.164 1.203 0.285
N 0.995 2.032 0.435
```

## Properties
Charge: 0
LUMO: -0.3 eV
SMILES: C#C/C=C\C#N

Short version: E = -15041.5075 -6720.5049 eV, in the order given.
Short version: maximum force = 16.84 2.74 eV/A, in the order given.
Short version: energy relative to the best compared isomer or geometry (same formula, charge and spin) = 1.854 0.218 eV, in the order given.